A.
The following is a DFT calculation (ωB97M-V/def2-TZVPD) of a 2-piece molecular cluster, C3H7O3 overall.

Each line ends with the Mulliken charge.
Positions of all 13 atoms, in Å:
O: 0.296 0.317 -1.451  -0.692
C: -0.224 1.034 -0.577  0.708
O: 0.111 1.087 0.650  -0.833
C: -1.384 1.936 -0.970  -0.885
H: -1.164 2.989 -0.797  0.244
H: -1.608 1.797 -2.032  0.276
H: -2.248 1.639 -0.374  0.215
C: 0.934 -2.245 0.526  -0.498
O: 0.166 -1.478 1.426  -0.589
H: 1.326 -3.165 0.950  0.242
H: 0.296 -2.505 -0.339  0.186
H: 1.759 -1.588 0.244  0.220
H: 0.139 -0.500 1.158  0.405

The HOMO energy comes out at -0.1629 Ha. The charge is -1. The value obtained for the orbital gap is 8.8 eV.

B.
The following is a DFT calculation (ωB97M-V/def2-TZVPD) of a 2-piece molecular cluster, C3H7O3 overall.

Each line ends with the Mulliken charge.
Positions of all 13 atoms, in Å:
O: -3.188 1.317 -1.658  -0.675
H: -2.447 0.681 -1.536  0.476
H: -3.974 0.856 -1.287  0.278
O: -0.852 -1.135 1.007  -0.766
O: -0.914 -0.020 -0.890  -0.802
C: -0.275 -0.580 0.030  0.379
C: 1.758 0.136 1.153  -1.020
C: 1.189 -0.598 -0.060  -0.124
H: 1.090 0.008 2.021  0.275
H: 1.754 1.199 0.859  0.269
H: 2.782 -0.143 1.453  0.282
H: 1.536 -1.648 -0.123  0.214
H: 1.540 -0.072 -0.968  0.215

The HOMO energy comes out at -0.1478 Ha. The charge is -1. The value obtained for the orbital gap is 8.3 eV.

In hartree, relative to the most stable structure: A 0.0111; B 0.0000.

A.
The following is a DFT calculation (ωB97M-V/def2-TZVPD) of a 2-piece molecular cluster, C3H7O3 overall.

Each line ends with the Mulliken charge.
Positions of all 13 atoms, in Å:
C: -0.304 2.206 -0.527  -0.899
C: 1.066 1.522 -0.090  0.567
O: 0.993 0.481 0.617  -0.768
O: 2.047 2.188 -0.435  -0.689
H: -1.078 1.827 0.129  0.274
H: -0.689 1.924 -1.510  0.228
H: -0.236 3.276 -0.523  0.308
C: -0.438 -2.561 0.529  -0.557
O: 0.125 -1.693 -0.437  -0.543
H: 0.249 -0.789 -0.026  0.439
H: -0.835 -1.976 1.371  0.234
H: -1.229 -3.143 0.053  0.203
H: 0.328 -3.263 0.849  0.201

The HOMO energy comes out at -0.1584 Ha. The charge is -1. The value obtained for the orbital gap is 8.4 eV.

B.
The following is a DFT calculation (ωB97M-V/def2-TZVPD) of a 2-piece molecular cluster, C3H7O3 overall.

Each line ends with the Mulliken charge.
Positions of all 13 atoms, in Å:
C: -1.561 2.118 0.175  -0.886
C: -0.814 0.992 -0.634  0.540
O: -0.529 1.090 -1.811  -0.713
O: -0.809 0.006 0.046  -0.649
H: -2.584 2.336 -0.310  0.222
H: -1.004 2.878 0.430  0.318
H: -1.924 1.451 1.088  0.192
C: 1.252 -2.327 1.171  -0.418
O: 2.255 -1.482 0.539  -0.574
H: 1.688 -0.617 0.203  0.377
H: 1.698 -2.681 2.114  0.197
H: 1.099 -3.290 0.641  0.166
H: 0.429 -1.689 1.365  0.228

The HOMO energy comes out at -0.1476 Ha. The charge is -1. The value obtained for the orbital gap is 8.1 eV.

C.
The following is a DFT calculation (ωB97M-V/def2-TZVPD) of a 2-piece molecular cluster, C3H7O3 overall.

Each line ends with the Mulliken charge.
Positions of all 13 atoms, in Å:
O: -1.146 -0.216 1.497  -0.670
C: -2.136 0.380 2.136  0.018
O: -3.068 -0.202 2.745  -0.638
H: -2.191 1.530 2.222  0.233
H: 0.527 0.251 1.120  0.404
C: 0.465 -0.214 -0.659  0.011
O: 1.217 0.321 0.447  -0.562
C: 1.455 -0.313 -1.829  -0.885
H: 0.022 -1.168 -0.269  0.224
H: -0.367 0.574 -0.838  0.156
H: 1.332 -1.349 -2.424  0.197
H: 1.354 0.518 -2.572  0.237
H: 2.536 -0.110 -1.577  0.274

The HOMO energy comes out at -0.1676 Ha. The charge is -1. The value obtained for the orbital gap is 8.5 eV.

In hartree, relative to the most stable structure: A 0.0000; B 0.0553; C 0.0246.

A.
The following is a DFT calculation (ωB97M-V/def2-TZVPD) of a 2-piece molecular cluster, C3H7O3 overall.

Each line ends with the Mulliken charge.
Positions of all 13 atoms, in Å:
O: 0.173 1.436 2.104  -0.749
C: -0.017 0.385 1.413  0.479
O: -1.058 -0.331 1.423  -0.787
C: 1.080 -0.110 0.416  -0.207
C: 0.779 0.425 -0.973  -1.075
H: 1.899 0.197 1.068  0.333
H: 1.015 -1.248 0.446  0.160
H: -0.120 1.102 -1.030  0.246
H: 1.493 1.199 -1.245  0.313
H: 0.734 -0.266 -1.800  0.296
H: -2.245 -0.309 -0.954  0.299
H: -1.607 -1.185 -0.017  0.397
O: -2.126 -1.294 -0.852  -0.705

The HOMO energy comes out at -0.1607 Ha. The charge is -1. The value obtained for the orbital gap is 8.6 eV.

B.
The following is a DFT calculation (ωB97M-V/def2-TZVPD) of a 2-piece molecular cluster, C3H7O3 overall.

Each line ends with the Mulliken charge.
Positions of all 13 atoms, in Å:
O: 3.749 -1.044 -2.272  -0.647
H: 4.373 -1.750 -2.557  0.303
H: 2.897 -1.513 -2.123  0.341
O: -0.495 0.363 -1.680  -0.727
O: 0.294 -0.782 0.036  -0.751
C: -0.501 0.046 -0.508  0.396
C: -1.189 0.493 1.812  -0.986
C: -1.540 0.692 0.367  -0.154
H: -1.998 1.068 2.294  0.362
H: -0.222 0.936 2.102  0.243
H: -1.226 -0.545 2.182  0.224
H: -1.599 1.777 0.155  0.216
H: -2.544 0.259 0.192  0.179

The HOMO energy comes out at -0.1327 Ha. The charge is -1. The value obtained for the orbital gap is 7.3 eV.

In hartree, relative to the most stable structure: A 0.0000; B 0.0035.